No. 1
68
Properties=species:S:1:pos:R:3:forces:R:3:nbo_charge:R:1 method="wB97M-V/def2-TZVPD" de_lowest_ev=27.183 charge=0 e_tot_ha=-1948.2893
C -4.2869 5.2901 4.4115 -6.418 4.058 -2.950 -0.2138
H -5.1081 4.7426 4.7960 -0.969 -1.089 0.794 0.1500
O -3.1319 4.9759 4.7497 10.230 -5.160 2.083 -0.4851
C -2.5442 3.7324 4.3051 1.488 4.937 2.795 0.2520
C -3.1321 2.9985 3.4700 -5.372 -8.727 -5.199 -0.2923
C -2.6558 1.5386 3.1146 3.316 5.192 3.822 0.0442
C -1.3433 1.0733 3.6025 -7.638 4.905 -2.436 -0.2352
C -0.7458 2.1569 4.2042 0.646 -2.283 0.313 -0.2053
C -1.2533 3.3347 4.5844 1.891 3.370 3.898 -0.2465
H -0.6912 4.0135 5.3545 -0.708 -1.389 -1.703 0.2236
H 0.1033 1.6899 4.5076 3.701 0.723 1.650 0.2137
H -1.0951 0.2690 3.0205 1.794 -2.281 -0.323 0.2465
C -3.3865 0.8403 2.1950 -7.392 -5.751 -2.300 -0.4238
H -4.6887 0.8761 2.2152 3.554 0.745 0.159 0.1900
H -3.3604 -0.2529 2.3736 0.262 0.120 1.012 0.2155
C -3.0072 0.7454 0.7526 4.232 5.754 1.840 -0.2368
N -1.5835 0.4331 0.6959 -1.408 -6.413 -0.853 -0.4361
C -0.7398 1.2187 -0.1007 -7.920 4.436 -1.966 -0.1910
C -1.1231 1.3093 -1.6943 1.820 -11.151 6.913 -0.3556
C -0.8145 -0.3312 -2.1196 0.993 9.644 -3.247 -0.2586
C -1.7335 -1.0626 -1.4888 -7.234 -3.620 5.001 -0.4279
C -1.5959 -1.1689 0.0809 2.253 3.907 0.033 -0.2143
H -2.3843 -1.6523 0.6289 -0.238 -0.374 -0.108 0.2038
H -0.5801 -1.4842 0.4081 -0.741 -0.354 -0.393 0.1968
H -1.7492 -2.0104 -1.9116 -0.014 -2.534 -0.315 0.2082
H -2.8533 -0.7830 -1.6375 1.746 0.215 -0.157 0.2031
C -0.7779 -0.2604 -3.5809 -8.022 -4.563 -1.740 -0.2036
N -0.7419 -1.6073 -4.2944 2.733 -4.240 2.393 -0.7953
S 1.0813 -2.1056 -4.3559 -4.023 15.010 -1.243 2.2895
O 1.0994 -3.2275 -5.0535 0.887 -9.243 -4.683 -0.9003
O 1.5858 -0.8024 -4.9637 -0.213 -3.744 2.001 -0.9553
C 1.7136 -2.2138 -2.8228 -3.462 -3.345 0.437 -0.5397
C 2.6925 -1.5874 -2.2829 4.841 1.430 4.344 0.0026
C 3.4063 -1.7809 -1.0013 -11.134 -7.633 -4.055 -0.1704
C 2.7883 -2.8279 -0.2375 -1.466 -0.500 -0.172 -0.0631
C 1.4407 -3.6249 -0.7444 7.477 7.848 -1.993 -0.2401
C 1.0823 -3.1568 -2.0450 -3.073 -8.487 6.935 0.3744
O -0.0269 -4.1480 -2.3321 5.888 13.828 -9.620 -0.5229
C -0.5301 -5.1063 -1.8462 2.803 -10.077 8.039 -0.1474
H -0.9909 -4.9852 -0.9319 -0.637 0.528 3.276 0.1380
H -1.2675 -5.5266 -2.2945 -4.621 -2.516 -4.359 0.1774
H 0.2693 -6.1155 -1.6690 -1.689 2.272 -0.231 0.0748
H 1.3089 -4.3933 -0.0901 -1.602 -2.191 0.965 0.2468
H 3.2721 -3.0333 0.7772 -1.003 -0.081 -1.537 0.2405
C 4.4251 -1.0749 -0.6834 8.466 7.515 6.125 0.2858
C 5.1267 0.0657 -0.9746 0.518 -2.268 0.646 -0.3006
C 6.1628 0.3040 0.0240 -4.321 -3.131 -0.993 0.1402
N 5.9994 -0.4245 1.1160 -2.527 -0.802 -3.782 -0.0692
O 4.8201 -1.2530 0.5975 1.145 -1.897 3.804 -0.3687
C 7.1993 1.1608 -0.2516 -1.040 7.903 5.549 -0.5897
H 7.8003 1.1270 -1.0389 2.249 -0.617 -3.392 0.2333
H 7.7127 1.3160 0.7233 0.538 -0.170 -0.896 0.2392
H 6.6066 2.4394 -0.2717 1.778 -3.744 -0.330 0.1978
H 5.0698 0.3908 -1.9175 0.344 2.134 -3.332 0.2037
H 3.1268 -0.8312 -2.7760 1.276 2.686 -2.502 0.2243
H -1.2318 -2.5643 -3.7661 1.565 3.810 -1.545 0.3821
H -1.8836 -0.0182 -4.0002 1.982 0.216 1.241 0.1839
H -0.2128 0.2964 -4.1799 2.997 2.674 -1.336 0.2430
H 0.1380 -0.5411 -1.8977 3.654 -0.567 1.928 0.2018
H -0.3492 1.7405 -1.8816 8.512 5.716 -3.715 0.1781
H -1.9534 1.6957 -1.9150 -6.660 2.676 -1.813 0.1863
H -0.9659 2.2618 0.3114 0.657 -0.802 -0.524 0.1886
H 0.1962 1.0567 0.0855 5.666 -1.377 0.584 0.1835
H -3.0141 1.7815 0.4431 -0.248 0.857 -0.537 0.1793
H -3.6771 0.3568 0.1283 -2.530 -2.681 -2.297 0.1931
H -4.2281 3.1000 3.2044 1.441 0.272 0.044 0.2176
H -4.3037 6.2952 4.8749 -1.288 0.107 -0.767 0.1944
H -4.4846 5.3293 3.2960 0.268 0.315 0.715 0.1409

No. 2
15
Properties=species:S:1:pos:R:3:forces:R:3:nbo_charge:R:1 method="wB97M-V/def2-TZVPD" de_lowest_ev=6.439 charge=+2 e_tot_ha=-382.3148
C -0.7360 1.3716 0.6531 -0.140 -0.180 0.406 0.4642
C 0.3325 0.2710 -1.1130 1.238 -1.171 -1.576 0.8538
C -0.0034 -1.0161 0.8790 -0.108 -1.095 2.880 -0.4694
N -1.5269 1.4647 1.6826 0.466 0.921 -2.395 -0.5828
N 1.9407 -1.6878 -2.3680 -0.509 1.877 3.385 -0.3836
N -0.0643 0.2488 0.1276 -1.407 0.088 1.713 -0.4619
F 0.2547 1.2898 -1.8597 -0.230 0.089 0.596 -0.2116
H -0.4514 2.2065 0.0325 -0.734 0.933 0.389 0.2637
H 0.4101 -1.8014 0.2881 0.160 -0.301 -0.844 0.2862
H -1.0181 -1.3713 1.2560 1.116 0.787 -0.732 0.2623
H 0.6981 -0.9563 1.7876 -1.052 0.469 -1.327 0.2798
H -2.1422 2.2655 1.8022 0.742 1.197 -0.386 0.4788
H -1.9808 0.8093 2.2579 0.318 -2.429 0.829 0.4680
H 2.5931 -0.8934 -2.2490 0.028 -0.939 -1.214 0.3716
H 1.6939 -2.2009 -3.1769 0.113 -0.245 -1.724 0.3808

No. 3
56
Properties=species:S:1:pos:R:3:forces:R:3:lowdin_charge:R:1 method="wB97M-V/def2-TZVPD" charge=-1 e_tot_ha=-4192.0360
F -1.0517 5.0427 -0.9403 -0.288 0.288 -0.324 -0.0991
C -0.1046 4.4925 -0.0735 0.248 -0.525 0.438 -0.3203
C -0.6957 3.3370 0.7179 0.997 0.196 -0.314 -0.2775
In 0.4609 1.4582 0.5159 -0.834 -0.177 -0.131 0.3738
F 1.3865 1.5715 -1.2943 0.048 0.106 0.248 -0.5522
Br 2.1860 1.0502 2.4203 -0.001 0.064 -0.133 -0.1381
H 0.7440 4.1905 -0.6743 0.109 0.014 -0.418 0.0773
H 0.2172 5.2835 0.5908 0.131 0.374 0.158 0.0940
H -1.6786 3.1692 0.3100 -0.448 -0.356 -0.058 0.0262
H -0.7841 3.6332 1.7510 -0.260 -0.025 0.426 0.0162
H -0.6410 0.0792 0.4682 0.335 -0.004 0.012 -0.0858
C -4.9788 -4.6371 1.7189 0.053 0.032 0.159 -0.0707
C -4.1756 -3.8930 0.6724 -0.177 -0.204 -0.119 -0.2237
O -3.5272 -2.7465 1.2258 0.007 0.004 0.019 0.0345
C -2.3818 -2.9946 1.8740 0.134 0.254 -0.104 -0.6091
O -1.8734 -4.0823 2.0023 -0.034 -0.095 0.080 0.1075
O -1.9060 -1.8464 2.3240 -0.138 -0.107 0.013 -0.0082
C -0.6714 -1.9492 3.0436 0.208 0.084 0.185 -0.0445
H -5.6783 -3.9608 2.2121 -0.047 0.001 -0.064 0.0784
H -5.5417 -5.4505 1.2594 -0.006 0.006 -0.026 0.0745
H -4.3250 -5.0579 2.4819 0.041 -0.027 -0.047 0.0729
H -4.8313 -3.5051 -0.1056 0.028 0.127 0.034 0.1206
H -3.4411 -4.5431 0.1986 0.075 0.005 0.080 0.1207
H 0.0802 -2.4746 2.4613 -0.039 -0.053 -0.015 0.0921
H -0.8458 -2.4611 3.9903 0.066 -0.069 -0.036 0.0929
H -0.3212 -0.9397 3.2334 -0.114 0.062 -0.113 0.0677
C 5.4206 -2.7775 3.8525 -0.059 -0.121 0.170 -0.0659
C 4.5858 -3.1984 2.6629 0.221 0.312 -0.084 -0.2035
O 3.8644 -4.4148 2.9304 -0.040 -0.089 0.007 0.0347
C 2.7409 -4.2512 3.6277 0.010 -0.068 -0.239 -0.6060
O 2.3134 -3.2060 4.0366 -0.134 -0.006 0.183 0.1240
O 2.1583 -5.4470 3.7715 0.108 0.043 -0.012 0.0038
C 0.9157 -5.4078 4.4743 -0.184 -0.037 0.078 -0.0353
H 6.0787 -3.5908 4.1645 0.050 0.016 -0.066 0.0762
H 6.0286 -1.9103 3.5971 -0.006 0.017 -0.035 0.0799
H 4.7864 -2.5139 4.6979 -0.036 0.059 -0.049 0.0751
H 5.2221 -3.4255 1.8096 -0.044 -0.151 0.003 0.1210
H 3.8926 -2.4126 2.3663 -0.085 -0.023 0.082 0.1202
H 0.2320 -4.6969 4.0160 0.010 0.032 -0.016 0.0752
H 1.0793 -5.1483 5.5196 -0.001 0.075 -0.004 0.0965
H 0.4945 -6.4070 4.4083 0.090 -0.032 -0.050 0.0922
C 0.3203 3.2969 -4.4207 -0.056 0.249 0.047 -0.0545
C -0.3893 3.2614 -5.7555 0.239 -0.379 0.149 -0.2073
O -1.2130 4.4268 -5.9579 -0.031 0.100 -0.023 0.0400
C -0.5830 5.5120 -6.3860 -0.104 -0.191 -0.173 -0.6125
O 0.5812 5.6026 -6.6808 0.031 0.074 0.069 0.1175
O -1.4832 6.4989 -6.4896 -0.006 0.048 0.029 -0.0005
C -0.9396 7.7436 -6.9230 -0.035 0.126 -0.021 -0.0520
H -0.3932 3.4421 -3.6099 -0.007 -0.095 0.022 0.0828
H 0.8550 2.3648 -4.2436 -0.021 -0.024 0.035 0.0828
H 1.0369 4.1165 -4.3797 0.046 -0.020 -0.060 0.0796
H -1.0775 2.4192 -5.7968 -0.135 0.103 -0.011 0.1199
H 0.3122 3.1617 -6.5834 0.004 0.143 -0.025 0.1177
H -0.3839 7.6255 -7.8508 0.074 -0.038 0.026 0.0915
H -0.2925 8.1630 -6.1541 0.074 -0.025 -0.036 0.0975
H -1.7842 8.4071 -7.0876 -0.067 -0.071 0.055 0.0890

No. 4
40
Properties=species:S:1:pos:R:3:forces:R:3:nbo_charge:R:1 method="wB97M-V/def2-TZVPD" de_lowest_ev=2.883 charge=0 e_tot_ha=-2180.0088
C 0.8977 -1.3517 -2.3189 -0.163 0.885 1.228 -0.6869
C 0.2564 -2.8391 -2.4832 -0.700 1.339 -0.622 -0.2214
Cl 0.3302 -3.7543 -0.8339 -0.090 0.800 -1.935 -0.0530
C 0.8380 -3.7590 -3.7018 -1.427 -1.506 0.549 0.0885
Cl 1.0637 -2.8142 -5.3235 -0.150 -0.812 1.838 -0.0789
O 2.0225 -4.5814 -3.3531 -0.003 1.175 -0.139 -0.6907
S 3.4106 -3.6468 -3.0769 0.756 2.726 4.659 1.5882
O 3.5265 -3.2456 -1.5787 -0.800 -1.814 -5.153 -0.8519
O 4.7262 -4.7610 -3.2939 -4.991 -3.168 0.255 -0.3916
O 5.8242 -4.1005 -3.5389 3.812 3.321 -1.691 -0.3996
H 1.4229 -0.9032 -3.2606 -1.019 -1.247 1.584 0.2369
H 1.6502 -1.3027 -1.3947 -1.675 -0.284 -2.197 0.2721
H 0.0070 -0.6103 -2.0462 1.964 -1.663 -0.563 0.2361
H -0.9110 -2.6894 -2.6841 2.717 -0.595 0.272 0.2451
H -0.0184 -4.5523 -3.9530 2.296 1.647 0.541 0.2494
H 5.8751 -3.8120 -4.5054 -0.531 -0.808 1.354 0.4550
C -3.0611 1.3126 4.1401 -0.130 -0.075 -0.331 -0.2480
O -3.2404 2.0546 2.9408 0.270 0.151 0.472 -0.5578
C -2.6898 3.3757 3.0206 0.064 0.042 -0.724 -0.0717
C -1.5298 3.5225 2.0220 -0.143 -0.476 0.630 -0.2408
N -0.3696 2.7346 2.4486 -0.127 0.111 -0.235 -0.6272
C 0.6836 2.6511 1.4306 -0.132 -0.421 0.183 -0.2480
C 0.3497 1.8747 0.1423 0.582 -0.032 0.131 -0.0863
O 0.1556 0.4740 0.3499 -0.336 0.593 -0.152 -0.5513
C -1.1797 0.1077 0.6669 0.268 -0.311 0.087 -0.2493
H -3.5716 0.3524 4.0264 0.033 0.171 -0.076 0.1932
H -1.9997 1.1197 4.3187 0.018 0.028 0.201 0.1642
H -3.4973 1.8410 4.9925 0.084 -0.032 0.059 0.1712
H -2.3757 3.6345 4.0396 0.067 -0.210 -0.136 0.1800
H -3.4883 4.0685 2.7352 0.060 0.003 0.016 0.1831
H -1.2466 4.5770 1.9528 0.042 -0.041 -0.001 0.1923
H -1.8877 3.1922 1.0414 -0.216 0.169 -0.083 0.1679
H -0.6746 1.7894 2.6753 0.072 0.295 -0.053 0.3537
H 1.5394 2.1592 1.9083 -0.059 0.034 -0.184 0.2063
H 1.0107 3.6641 1.1690 -0.120 -0.047 -0.025 0.1914
H 1.2211 1.9574 -0.5180 -0.045 -0.052 0.070 0.1895
H -0.4872 2.3136 -0.4113 -0.154 -0.089 0.138 0.1634
H -1.9186 0.7603 0.1926 0.061 0.078 0.093 0.1723
H -1.3194 0.0998 1.7506 -0.261 0.066 -0.031 0.1647
H -1.3447 -0.9129 0.3118 0.105 0.047 -0.027 0.1900

No. 5
13
Properties=species:S:1:pos:R:3:forces:R:3:nbo_charge:R:1 method="wB97M-V/def2-TZVPD" de_lowest_ev=6.556 charge=0 e_tot_ha=-307.2225
C 0.9989 1.2047 -0.0618 1.785 -0.711 -0.013 0.0039
C 2.1025 0.6184 0.1083 -0.089 1.035 -0.113 -0.1418
C -1.1238 0.0915 -0.7099 -0.713 0.070 -0.546 -0.4076
C -0.4119 1.2561 0.0150 -3.354 2.577 -0.654 -0.3113
C 0.9925 -0.5107 0.5993 -1.015 -1.657 0.242 0.1288
C -0.5336 -0.0915 0.6553 -1.341 -2.490 1.123 -0.2396
O 1.1390 -1.6007 -0.2620 -0.533 0.167 -0.908 -0.6783
H -2.2659 0.0868 -0.7802 1.838 0.340 0.394 0.2389
H -0.6995 -0.4432 -1.5770 -0.055 0.708 0.314 0.1925
H -0.9118 2.2910 0.1266 0.594 -2.098 0.275 0.2669
H 1.2798 -0.8197 1.6166 0.255 0.313 -0.547 0.2248
H -1.2385 -0.7130 1.3871 1.696 2.230 -1.031 0.2559
H 0.6722 -1.3698 -1.1175 0.933 -0.484 1.465 0.4669

No. 6
14
Properties=species:S:1:pos:R:3:forces:R:3:nbo_charge:R:1 method="wB97M-V/def2-TZVPD" de_lowest_ev=3.036 smiles=C1CC2(C1)CO2 charge=0 e_tot_ha=-270.4463
O 2.1022 -0.2398 -0.4450 -1.527 0.972 -0.747 -0.5002
C 1.7556 0.2515 0.8129 -0.345 0.242 0.909 -0.1019
C 0.6162 0.0631 -0.0513 0.377 -0.294 -0.230 0.2172
C -0.2576 -1.1055 -0.4011 0.088 -0.316 0.128 -0.4226
C -1.5248 -0.2390 -0.2301 0.014 0.019 -0.013 -0.4021
C -0.6202 1.0329 -0.2030 0.324 0.134 -0.409 -0.4200
H 2.0821 1.2906 0.9044 -0.208 -0.030 0.489 0.1728
H 1.8275 -0.3350 1.7183 0.614 -0.445 0.048 0.1683
H -0.0672 -1.2857 -1.4669 -0.097 -0.147 0.214 0.2238
H -0.1205 -2.0341 0.1502 -0.187 -0.058 0.036 0.2131
H -2.2576 -0.2748 -1.0446 0.260 -0.038 0.155 0.2091
H -2.0564 -0.4510 0.7047 0.228 0.270 -0.114 0.2060
H -0.6786 1.6294 -1.1096 -0.003 -0.003 -0.124 0.2204
H -0.8006 1.6976 0.6611 0.461 -0.305 -0.343 0.2162